[1]
The following is a quantum chemistry calculation of a molecular structure, C37H38B2F4N9RuS at a distorted geometry, from OMol25.

Computed properties:
- ⟨S²⟩ = 8.756
- F_max (Eh/bohr) = 0.0199
- HOMO energy (alpha / beta) (eV) = -7.6 / -8.4
- multiplicity = 6

Geometry (Å):
1 Ru 0.259 -0.060 0.154
2 C 1.399 2.469 3.163
3 C 0.002 2.537 2.622
4 C -0.997 3.438 3.041
5 C -2.059 3.249 2.194
6 C -3.377 3.966 2.152
7 N -1.720 2.261 1.333
8 N -0.448 1.809 1.601
9 B -2.400 1.992 -0.046
10 N -2.929 0.565 -0.096
11 N -2.081 -0.505 0.018
12 C -2.857 -1.598 0.011
13 C -2.392 -3.008 0.192
14 C -4.199 -1.216 -0.150
15 C -4.204 0.158 -0.216
16 C -5.364 1.094 -0.375
17 N -1.378 2.288 -1.187
18 N -0.045 2.000 -1.037
19 C 0.610 2.732 -1.940
20 C 2.105 2.835 -1.981
21 C -0.309 3.456 -2.716
22 C -1.551 3.155 -2.204
23 C -2.898 3.658 -2.620
24 H 1.722 3.476 3.430
25 H 1.465 1.851 4.059
26 H 2.091 2.065 2.430
27 H -0.926 4.164 3.845
28 H -3.484 4.577 3.049
29 H -3.456 4.621 1.281
30 H -4.214 3.266 2.112
31 H -3.329 2.746 -0.163
32 H -1.325 -3.097 0.286
33 H -2.864 -3.435 1.084
34 H -2.691 -3.607 -0.669
35 H -5.054 -1.878 -0.215
36 H -6.282 0.514 -0.437
37 H -5.449 1.782 0.469
38 H -5.279 1.700 -1.281
39 H 2.557 2.332 -1.129
40 H 2.518 2.409 -2.899
41 H 2.392 3.888 -1.946
42 H -0.087 4.142 -3.525
43 H -2.800 4.232 -3.539
44 H -3.589 2.833 -2.802
45 H -3.345 4.302 -1.859
46 C 3.356 -0.621 3.437
47 C 4.551 -0.665 2.724
48 C 4.529 -0.573 1.341
49 C 3.316 -0.430 0.662
50 C 2.124 -0.355 1.377
51 C 2.159 -0.465 2.759
52 C 3.248 -0.434 -0.825
53 C 4.381 -0.643 -1.643
54 C 4.238 -0.682 -2.993
55 C 2.968 -0.536 -3.584
56 C 2.772 -0.589 -4.988
57 C 1.522 -0.457 -5.511
58 C 0.415 -0.287 -4.647
59 C 0.580 -0.235 -3.297
60 C 1.872 -0.343 -2.726
61 N 2.054 -0.273 -1.356
62 H 3.360 -0.711 4.518
63 H 5.495 -0.785 3.242
64 H 5.470 -0.626 0.801
65 H 1.238 -0.427 3.332
66 H 5.356 -0.788 -1.197
67 H 5.102 -0.842 -3.632
68 H 3.635 -0.742 -5.631
69 H 1.368 -0.509 -6.583
70 H -0.587 -0.221 -5.062
71 H -0.280 -0.145 -2.662
72 N -1.893 -0.503 3.063
73 C -1.102 -1.592 2.890
74 N -0.293 -1.781 1.887
75 C 0.427 -2.988 2.042
76 C 1.349 -3.519 1.145
77 C 1.966 -4.722 1.450
78 C 1.676 -5.407 2.632
79 C 0.749 -4.896 3.526
80 C 0.136 -3.690 3.210
81 S -1.068 -2.825 4.125
82 H -2.030 0.102 2.266
83 H -2.636 -0.551 3.731
84 H 1.554 -3.013 0.212
85 H 2.673 -5.145 0.746
86 H 2.168 -6.349 2.848
87 H 0.505 -5.426 4.441
88 F -0.145 -4.203 -1.760
89 B -0.044 -2.935 -2.359
90 F 1.112 -2.846 -3.159
91 F -1.214 -2.565 -3.052
92 F 0.131 -1.920 -1.239

[2]
The following is a quantum chemistry calculation of a molecular structure, C37H38BiFN5O6S4 at a distorted geometry, from OMol25.

Computed properties:
- F_max (Eh/bohr) = 0.0706
- charge = -1
- HOMO energy (alpha / beta) (eV) = -2.0 / -2.0
- multiplicity = 1

Geometry (Å):
1 Bi 14.482 9.062 13.301
2 C 16.445 9.294 16.569
3 N 16.480 8.535 15.257
4 C 16.779 7.289 15.419
5 C 16.751 6.378 14.324
6 C 16.868 4.934 14.373
7 C 16.717 4.489 13.029
8 C 16.455 5.680 12.270
9 N 16.466 6.843 13.071
10 C 17.691 10.110 16.778
11 C 18.220 10.166 18.081
12 C 19.418 10.858 18.277
13 C 20.105 11.420 17.211
14 C 19.468 11.523 15.972
15 C 18.300 10.834 15.717
16 H 16.193 8.690 17.465
17 H 15.650 10.064 16.440
18 H 17.084 6.815 16.386
19 H 17.031 4.348 15.236
20 H 16.868 3.404 12.732
21 H 16.238 5.833 11.182
22 H 17.674 9.690 18.893
23 H 19.750 10.990 19.290
24 H 21.179 11.750 17.277
25 H 19.903 12.164 15.214
26 H 17.834 10.754 14.753
27 S 12.519 6.961 13.595
28 S 12.133 6.223 11.750
29 S 13.030 7.388 10.159
30 S 14.782 8.097 10.632
31 C 15.635 13.230 6.709
32 C 15.685 14.197 7.872
33 N 15.113 13.632 9.088
34 C 15.757 12.605 9.752
35 C 15.596 12.277 11.071
36 C 16.349 11.074 11.500
37 O 17.044 10.511 10.626
38 O 16.152 10.622 12.659
39 C 14.546 13.009 11.843
40 O 14.180 12.770 12.998
41 C 13.651 13.819 11.041
42 C 12.515 14.417 11.621
43 C 11.544 14.954 10.848
44 F 10.422 15.449 11.446
45 C 11.614 14.919 9.417
46 C 12.897 14.638 8.896
47 C 13.892 14.034 9.702
48 N 10.555 15.317 8.597
49 C 10.782 15.761 7.234
50 C 10.313 14.710 6.140
51 N 8.949 14.207 6.415
52 C 8.691 13.900 7.895
53 C 9.202 14.893 8.878
54 H 16.042 13.668 5.767
55 H 14.620 12.923 6.484
56 H 16.281 12.374 6.943
57 H 15.240 15.185 7.746
58 H 16.773 14.418 8.034
59 H 16.371 11.957 9.125
60 H 12.435 14.353 12.735
61 H 13.061 14.738 7.811
62 H 11.860 15.965 7.028
63 H 10.146 16.636 6.997
64 H 11.027 13.871 6.221
65 H 10.315 15.119 5.147
66 H 8.791 13.269 5.929
67 H 8.184 14.780 6.068
68 H 9.173 12.908 8.011
69 H 7.620 13.772 7.967
70 H 9.134 14.381 9.865
71 H 8.483 15.791 8.871
72 C 7.826 10.001 11.853
73 O 7.959 10.798 12.978
74 C 9.270 11.008 13.383
75 C 9.383 11.735 14.591
76 C 10.608 11.654 15.268
77 C 11.717 11.145 14.584
78 C 12.986 11.095 15.365
79 C 13.193 12.081 16.463
80 O 13.894 10.251 15.153
81 C 11.650 10.585 13.261
82 O 12.762 10.234 12.556
83 C 10.372 10.516 12.680
84 H 6.770 9.897 11.677
85 H 8.152 8.911 12.001
86 H 8.327 10.459 10.972
87 H 8.574 12.324 15.015
88 H 10.707 11.909 16.308
89 H 12.814 13.121 16.138
90 H 14.231 12.122 16.833
91 H 12.634 11.775 17.356
92 H 10.258 9.919 11.738

[3]
The following is a quantum chemistry calculation of a molecular structure, C37H38Cl2O2P2Pt at a distorted geometry, from OMol25.

Computed properties:
- ⟨S²⟩ = 2.006
- F_max (Eh/bohr) = 0.0844
- HOMO energy (alpha / beta) (eV) = -4.6 / -8.2
- multiplicity = 3

Geometry (Å):
1 Pt 0.090 0.023 2.149
2 C -1.658 0.947 -3.377
3 C -1.775 -0.381 -3.258
4 C -1.035 -1.384 -4.101
5 C 0.396 -1.032 -4.594
6 C 1.305 -0.184 -3.750
7 C 1.315 1.155 -3.730
8 C 0.404 2.042 -4.508
9 C -1.068 1.586 -4.606
10 C 1.446 0.516 3.683
11 H -2.072 1.638 -2.626
12 H -2.520 -0.811 -2.577
13 H -1.628 -1.620 -5.005
14 H -0.968 -2.328 -3.540
15 H 0.918 -2.001 -4.691
16 H 0.326 -0.625 -5.617
17 H 2.114 -0.746 -3.257
18 H 2.140 1.704 -3.277
19 H 0.788 2.149 -5.540
20 H 0.431 3.048 -4.065
21 H -1.667 2.483 -4.833
22 H -1.158 0.913 -5.472
23 H 1.076 1.470 4.092
24 H 2.478 0.630 3.316
25 H 1.414 -0.245 4.474
26 P -1.479 -0.531 0.643
27 P 1.769 0.170 0.750
28 C -0.335 -0.914 -0.687
29 C 0.985 -0.572 -0.676
30 C -2.462 -2.034 0.918
31 C -2.574 -3.056 -0.043
32 C -3.321 -4.204 0.242
33 C -3.940 -4.360 1.488
34 C -3.810 -3.361 2.457
35 C -3.100 -2.201 2.166
36 C -2.623 0.857 0.339
37 C -2.127 2.177 0.375
38 C -3.010 3.262 0.351
39 C -4.388 3.047 0.242
40 C -4.880 1.740 0.135
41 C -4.006 0.648 0.177
42 C 3.255 -0.851 1.036
43 C 3.073 -2.156 1.526
44 C 4.184 -2.927 1.868
45 C 5.471 -2.418 1.668
46 C 5.651 -1.150 1.106
47 C 4.546 -0.374 0.762
48 C 2.366 1.855 0.402
49 C 2.436 2.807 1.435
50 C 2.887 4.095 1.145
51 C 3.185 4.455 -0.172
52 C 3.105 3.512 -1.203
53 C 2.753 2.195 -0.897
54 H -0.764 -1.510 -1.505
55 H 1.669 -0.835 -1.479
56 H -2.072 -2.968 -1.009
57 H -3.392 -4.995 -0.508
58 H -4.504 -5.268 1.707
59 H -4.247 -3.492 3.447
60 H -3.031 -1.416 2.922
61 H -1.052 2.351 0.468
62 H -2.621 4.279 0.438
63 H -5.079 3.893 0.252
64 H -5.955 1.566 0.047
65 H -4.393 -0.371 0.105
66 H 2.062 -2.549 1.653
67 H 4.042 -3.917 2.303
68 H 6.338 -3.011 1.951
69 H 6.654 -0.753 0.946
70 H 4.684 0.602 0.295
71 H 2.139 2.523 2.444
72 H 2.981 4.818 1.954
73 H 3.475 5.479 -0.397
74 H 3.306 3.797 -2.235
75 H 2.760 1.414 -1.654
76 Cl -0.073 -2.654 3.909
77 C -0.854 -1.703 5.209
78 Cl 0.203 -1.300 6.563
79 C -1.568 -0.399 4.707
80 O -2.287 0.110 5.554
81 O -1.475 -0.002 3.463
82 H -1.649 -2.351 5.603

[4]
The following is a quantum chemistry calculation of a molecular structure, C37H38Cl2O2P2Sn at a distorted geometry, from OMol25.

Computed properties:
- F_max (Eh/bohr) = 0.0697
- HOMO energy (alpha / beta) (eV) = -7.1 / -7.1
- multiplicity = 1

Geometry (Å):
1 Sn 1.913 -1.029 -5.615
2 C -2.468 0.117 0.356
3 C -2.771 0.101 -0.949
4 C -3.270 1.228 -1.819
5 C -2.185 2.142 -2.431
6 C -1.006 2.546 -1.598
7 C -1.034 2.823 -0.289
8 C -2.252 2.681 0.578
9 C -2.480 1.313 1.262
10 C 2.817 0.523 -4.283
11 H -2.196 -0.828 0.855
12 H -2.730 -0.870 -1.451
13 H -4.028 1.847 -1.322
14 H -3.830 0.777 -2.658
15 H -1.821 1.693 -3.367
16 H -2.694 3.075 -2.733
17 H -0.119 2.788 -2.185
18 H -0.180 3.341 0.177
19 H -3.136 2.938 -0.004
20 H -2.147 3.427 1.376
21 H -1.682 1.165 2.001
22 H -3.408 1.336 1.862
23 H 3.586 -0.046 -3.742
24 H 2.028 0.777 -3.557
25 H 3.211 1.432 -4.750
26 P 0.066 -2.164 -7.562
27 P 2.288 0.311 -8.166
28 C -0.380 -0.570 -8.329
29 C 0.550 0.345 -8.673
30 C -0.403 -3.310 -8.936
31 C -1.478 -2.984 -9.769
32 C -1.831 -3.809 -10.840
33 C -1.115 -4.983 -11.090
34 C -0.018 -5.296 -10.278
35 C 0.350 -4.464 -9.219
36 C -1.350 -2.323 -6.392
37 C -1.544 -1.289 -5.445
38 C -2.262 -1.531 -4.275
39 C -2.939 -2.740 -4.108
40 C -2.918 -3.693 -5.140
41 C -2.115 -3.498 -6.277
42 C 2.927 0.714 -9.861
43 C 2.557 -0.116 -10.938
44 C 2.857 0.269 -12.246
45 C 3.527 1.477 -12.496
46 C 3.895 2.297 -11.428
47 C 3.613 1.902 -10.124
48 C 2.428 2.007 -7.459
49 C 3.691 2.442 -6.996
50 C 3.780 3.601 -6.224
51 C 2.650 4.414 -6.063
52 C 1.455 4.083 -6.706
53 C 1.333 2.870 -7.385
54 H -1.435 -0.393 -8.578
55 H 0.302 1.182 -9.341
56 H -2.040 -2.067 -9.600
57 H -2.666 -3.525 -11.480
58 H -1.406 -5.640 -11.917
59 H 0.558 -6.196 -10.483
60 H 1.217 -4.699 -8.605
61 H -1.104 -0.303 -5.586
62 H -2.300 -0.753 -3.501
63 H -3.504 -2.922 -3.197
64 H -3.504 -4.612 -5.053
65 H -2.064 -4.272 -7.056
66 H 2.006 -1.037 -10.753
67 H 2.561 -0.363 -13.087
68 H 3.745 1.788 -13.521
69 H 4.390 3.254 -11.596
70 H 3.894 2.563 -9.314
71 H 4.592 1.886 -7.271
72 H 4.738 3.876 -5.774
73 H 2.716 5.321 -5.464
74 H 0.595 4.749 -6.673
75 H 0.384 2.602 -7.850
76 Cl 1.029 -0.477 0.096
77 C 1.033 -1.741 -1.138
78 Cl -0.334 -2.856 -0.931
79 C 0.892 -1.166 -2.593
80 O 1.539 -1.861 -3.479
81 O 0.187 -0.150 -2.763
82 H 1.971 -2.307 -1.088